(1)
24
Properties=species:S:1:pos:R:3:forces:R:3 method="wB97M-V/def2-TZVPD" de_lowest_ev=0.0000 multiplicity=2 homo_energy_ev="1.080 / -5.886" gap_ev="2.85 / 9.65" total_charge=-1
C -2.3127 -1.2201 1.1903 -1.9 -0.5 -0.9
C -0.9364 -0.8923 0.7488 1.6 -0.1 -0.6
C -0.8249 -0.4916 -0.7733 -0.9 -0.1 0.9
C 0.3341 -1.1658 -1.5272 0.3 0.4 1.1
N 2.4366 -0.0548 0.0048 -1.4 -0.5 -0.3
C 2.1316 0.3101 -1.3369 1.7 0.5 1.8
N 1.1932 -0.1239 -2.0453 0.3 0.1 -0.8
N -0.2992 0.1635 1.5551 -0.2 0.1 0.6
H -3.0088 -0.4408 0.8151 0.2 -0.2 0.6
H -2.4588 -1.4143 2.2513 0.3 0.4 0.2
H -2.6653 -2.1541 0.7074 0.2 0.2 -0.1
H -0.3087 -1.7892 0.8476 -0.1 0.1 0.2
H -0.6280 0.5852 -0.7720 -0.3 -0.1 -0.2
H -1.8125 -0.6577 -1.2316 0.4 0.0 -0.1
H 0.8714 -1.7564 -0.7412 -0.2 0.0 -1.0
H 0.0307 -1.7437 -2.4003 -0.2 -0.3 0.3
H 1.6442 0.1760 0.6134 -0.1 -0.4 0.2
H 3.2972 0.1978 0.4623 0.1 0.5 -0.6
H 2.8099 1.1027 -1.6543 -0.2 -0.1 -0.8
H -0.2857 -0.0985 2.5567 0.2 -0.2 -0.5
H -0.9465 0.9580 1.5778 0.2 0.2 -0.3
H 0.0779 3.4808 -0.8703 0.0 0.4 0.2
H 1.0184 3.1185 0.2214 0.0 0.2 0.3
O 0.6420 3.9106 -0.1995 -0.1 -0.6 -0.4

=====

(2)
24
Properties=species:S:1:pos:R:3:forces:R:3 method="wB97M-V/def2-TZVPD" multiplicity=3 homo_energy_ev="-9.800 / -12.716" gap_ev="7.19 / 4.48" total_charge=+1
C -0.1058 -1.3565 0.3604 1.9 -1.4 0.6
C -1.0213 0.9451 0.3502 0.4 -0.5 0.5
C 1.9924 -0.0792 0.5049 3.9 5.1 3.8
C -0.3957 -2.7575 -0.1439 -0.2 0.2 0.2
C -2.3872 1.5788 0.1018 -0.2 0.0 -0.1
N -1.0471 -0.4216 -0.1234 0.0 1.5 -0.5
N 1.2783 -0.9838 -0.0746 -4.9 -4.7 -3.4
N 0.0899 1.6873 -0.2642 -0.7 0.0 -0.2
P 3.5637 0.5511 -0.0641 -0.2 -0.9 0.5
H -0.1016 -1.3122 1.4559 0.0 0.0 -0.2
H -0.8250 0.9100 1.4285 0.0 0.0 -0.2
H 1.6730 0.2103 1.5031 0.2 -0.1 -0.1
H 0.2940 -3.4747 0.2908 0.1 0.0 0.0
H -0.3174 -2.8032 -1.2288 0.0 0.0 -0.1
H -1.4079 -3.0316 0.1360 -0.1 -0.1 0.0
H -3.1549 1.0143 0.6217 -0.1 0.0 0.0
H -2.6176 1.5813 -0.9616 0.0 0.0 -0.1
H -2.3983 2.6029 0.4657 0.0 0.0 0.0
H -1.2311 -0.4917 -1.1155 -0.2 -0.1 -0.2
H 1.5337 -1.2925 -1.0107 -0.2 0.0 0.1
H -0.1051 1.8427 -1.2504 0.2 0.1 -0.1
H 0.1763 2.5990 0.1698 0.0 0.2 0.0
H 3.2754 1.8689 0.2675 0.1 0.6 0.0
H 3.2395 0.6129 -1.4190 -0.1 0.1 -0.6

=====

(3)
24
Properties=species:S:1:pos:R:3:forces:R:3 method="wB97M-V/def2-TZVPD" de_lowest_ev=1.0581 homo_energy_ev="-11.282 / -11.283" gap_ev="7.65 / 7.65" total_charge=+1
C 0.1691 1.2037 0.7086 -1.4 -1.0 0.8
C 0.7004 1.6035 -0.5543 3.1 0.1 -0.6
C 0.0695 -1.3689 -0.0867 -0.6 4.0 1.7
C 0.7540 -0.2538 0.5811 0.6 -2.4 -2.5
C 0.5933 -2.7128 -0.4085 -0.1 0.0 0.1
N 1.9844 1.8791 -0.8825 -0.5 0.3 1.9
N -1.2362 -1.1994 -0.3416 -1.9 0.5 -1.6
N 2.1659 -0.3148 0.7267 -0.6 0.4 1.7
N -3.2973 0.9070 0.5494 0.4 2.3 -0.4
H 0.5239 1.6117 1.6274 0.8 0.6 0.4
H -0.9491 1.3175 0.7752 1.2 -0.7 -0.4
H 0.1324 1.5123 -1.4293 -1.2 0.0 -1.0
H -0.1831 -3.4780 -0.0831 1.3 0.7 -0.3
H 1.5719 -2.7661 0.0966 -0.4 -0.8 -0.4
H 0.6693 -2.7227 -1.5270 0.2 -0.3 0.9
H 2.7944 2.0225 -0.2934 -0.8 -0.3 1.2
H 2.2995 2.2048 -1.7497 -0.7 0.0 -2.1
H -1.7512 -1.9797 -0.7428 0.4 0.1 0.2
H -1.7866 -0.3136 -0.5471 1.3 -1.2 1.3
H 2.8417 -0.5862 0.0433 -0.2 -0.3 -0.5
H 2.5462 -0.2955 1.6744 -0.3 -0.1 -0.6
H -3.0495 1.8288 0.0465 -0.5 -1.7 1.2
H -3.3017 1.1271 1.5768 -0.2 -0.3 -1.4
H -4.2613 0.7735 0.2402 0.1 -0.2 0.4

=====

(4)
23
Properties=species:S:1:pos:R:3:forces:R:3 method="wB97M-V/def2-TZVPD" de_lowest_ev=5.0835 smiles=CNC(C)C.COO homo_energy_ev=-8.348 gap_ev=9.16
C -1.0204 -0.4784 -0.6178 0.9 -0.3 -0.6
C 1.1466 -1.8213 -0.4588 -0.3 0.0 0.2
C -1.6526 -1.7626 -1.1401 0.1 0.1 0.4
C -0.9836 0.6223 -1.6817 2.0 0.3 1.3
N 0.4461 -0.5561 -0.2881 0.1 -1.2 1.1
H 0.5847 -0.2258 0.6632 0.0 -0.1 -0.1
H -1.5456 -0.1417 0.2826 0.0 0.0 -0.1
H 2.1856 -1.6853 -0.1548 0.0 0.0 -0.1
H 0.7317 -2.6428 0.1393 0.0 -0.1 -0.1
H 1.1193 -2.1143 -1.5065 0.1 -0.1 0.0
H -1.6010 -2.5644 -0.4033 -0.1 -0.1 0.0
H -1.8705 1.2522 -1.6157 0.4 0.6 -0.1
H -2.6966 -1.5613 -1.3773 -0.1 -0.1 0.0
H -1.1695 -2.0939 -2.0576 0.1 0.0 0.0
H 0.1626 0.9112 -1.2948 -3.2 1.0 -1.8
H -0.8955 0.2259 -2.6945 0.0 -0.1 0.0
C 0.8500 2.5245 1.3857 0.2 0.1 0.2
O 0.7171 1.3399 2.1410 -0.3 -0.4 0.2
O 1.6950 1.3544 3.1951 0.1 0.2 0.0
H 1.1872 1.0042 3.9460 0.0 0.2 -0.3
H 0.5984 3.4013 1.9875 0.0 0.0 -0.1
H 1.8620 2.6205 0.9881 0.0 0.0 0.0
H 0.1488 2.3912 0.5626 0.0 0.1 0.0

=====

(5)
23
Properties=species:S:1:pos:R:3:forces:R:3 method="wB97M-V/def2-TZVPD" de_lowest_ev=1.9297 smiles="C=CC[C@@H](C)N.O.O" homo_energy_ev=-8.989 gap_ev=9.66
C -1.5481 1.6746 0.6118 -0.4 -0.6 -1.2
C -0.3925 0.9175 -0.0754 -0.1 2.2 1.1
C 0.4308 0.1511 0.9995 -1.5 -0.4 -1.6
C -0.3772 -1.0174 1.4987 0.8 -0.2 0.4
C -0.4858 -2.1816 0.8780 0.2 -0.1 -0.1
N 0.4567 1.9222 -0.7248 -0.2 -0.3 -0.4
H -2.3103 1.9235 -0.1307 0.3 0.5 -0.2
H -2.1410 1.0261 1.2561 0.5 0.1 0.6
H -1.1456 2.5864 1.0459 -0.3 -0.1 0.5
H -0.8615 0.3729 -0.8870 0.3 -1.0 0.3
H 0.6624 0.8343 1.8118 0.3 0.1 -0.1
H 1.2940 -0.1475 0.4102 0.4 -0.3 0.6
H -0.8111 -0.8954 2.4832 -0.3 0.0 0.0
H -1.0001 -3.0346 1.2980 -0.2 0.1 0.1
H 0.0319 -2.3674 -0.0573 0.0 0.1 0.0
H 0.3486 2.8651 -0.3891 0.1 0.0 0.2
H 1.4236 1.6465 -0.7861 0.1 0.2 0.0
H 3.1397 -1.7295 -0.8644 0.1 0.1 -0.1
H 3.0530 -1.0752 0.5146 0.1 0.5 0.2
O 3.0282 -1.9150 0.0698 0.0 -0.7 -0.2
H -1.6694 -0.5292 -3.2751 0.1 -0.1 0.2
H -0.3978 -0.6876 -2.4574 0.9 -1.3 2.7
O -0.7286 -0.3399 -3.2303 -1.0 1.3 -3.0

=====

(6)
23
Properties=species:S:1:pos:R:3:forces:R:3 method="wB97M-V/def2-TZVPD" de_lowest_ev=1.6160 smiles="C=CC[C@@H](C)N.O.O" homo_energy_ev=-8.955 gap_ev=9.62
C 1.4932 -0.1552 2.1423 0.8 -0.6 1.4
C 0.4738 -0.3484 1.0535 -1.4 0.2 0.1
C 0.0907 1.0001 0.3737 -0.3 -1.3 0.1
C 1.1066 1.3953 -0.6451 0.0 -0.3 0.7
C 0.9807 1.2077 -1.9472 0.2 0.6 -0.6
N -0.7560 -0.9423 1.5935 0.2 0.0 -1.1
H 1.7244 -1.1354 2.5795 0.2 0.1 -0.2
H 2.4369 0.3755 1.9887 -0.1 -0.2 -0.8
H 1.0833 0.3796 3.0059 -0.5 0.1 -0.2
H 0.7239 -1.0923 0.2982 0.8 0.3 -0.1
H -0.0855 1.6799 1.2095 0.2 0.5 -0.3
H -0.8821 0.7862 -0.0739 0.1 0.2 -0.2
H 2.0701 1.6789 -0.2283 0.0 0.4 -0.2
H 1.7629 1.5219 -2.6273 0.2 -0.2 0.1
H 0.0976 0.8433 -2.4541 -0.2 -0.1 0.3
H -0.7749 -1.9506 1.6316 0.0 0.2 0.3
H -1.1862 -0.4550 2.3425 -0.2 0.1 0.8
H -2.7371 0.8312 -1.8856 -0.5 -0.7 0.8
H -1.7044 1.8843 -2.1763 0.1 0.2 0.0
O -2.4035 1.3685 -2.5833 0.3 0.5 -0.9
H -1.9632 -3.0794 -1.2064 0.7 0.0 0.2
H -0.5200 -2.5485 -1.4271 -0.5 -0.6 0.4
O -1.0314 -3.2453 -0.9643 -0.1 0.7 -0.5